Below is 3 unconnected molecules or ions with the total composition C3H12NO2 in a non-equilibrium geometry, with properties calculated with wB97M-V/def2-TZVPD.

Properties
energy relative to the best compared isomer or geometry (same formula, charge and spin): 126.0 kJ/mol
DFT total energy: -326.46511 Eh
charge: +1
HOMO: -14.35 eV
lowest unoccupied orbital energy: -3.250 eV

```
18
C3H12NO2 wB97M-V/def2-TZVPD
C -1.721 -2.052 0.787
C -1.510 -0.842 -0.079
C -0.315 -0.593 -0.649
N -0.143 0.832 -1.061
H -2.054 -2.880 0.161
H -2.289 -1.813 1.675
H -0.748 -2.447 1.106
H -2.312 -0.151 -0.307
H 0.589 -1.015 -0.247
H -0.368 1.461 -0.287
H -0.830 1.069 -1.774
H 0.820 1.044 -1.343
H 0.111 2.399 2.260
H 1.457 2.760 1.744
O 0.524 2.747 1.465
H 3.193 -0.007 -1.884
H 3.013 -0.516 -0.442
O 2.584 0.004 -1.123
```